(1)
The following is a quantum chemistry calculation of a molecular structure, C18H47BrFNO4S3Si2, from OMol25.

Calculated values
HOMO-LUMO gap ... 0.3328 hartree

```
! wB97M-V def2-TZVPD RIJCOSX def2/J DEFGRID3
* xyz 0 1
C -3.229 1.826 5.383
C -2.010 1.104 4.789
C -0.840 2.041 4.449
C -0.088 1.683 3.150
C -0.129 2.808 2.104
Si 1.665 1.177 3.455
F 2.611 2.463 3.636
O 2.216 0.314 2.164
Si 3.335 -0.909 2.204
C 3.439 -1.581 0.467
C 2.266 -2.513 0.099
C 1.971 -2.601 -1.407
C 3.193 -2.723 -2.339
N 3.211 -3.892 -3.231
C 2.885 -2.252 3.463
Br 0.947 -2.462 3.573
C 3.574 -2.043 4.827
C 2.890 -2.647 6.054
H -2.955 2.786 5.821
H -3.718 1.225 6.149
H -3.974 2.019 4.611
H -1.678 0.321 5.473
H -2.315 0.588 3.878
H -1.231 3.057 4.345
H -0.153 2.078 5.300
H -0.542 0.796 2.695
H 0.485 2.560 1.234
H -1.145 2.968 1.742
H 0.255 3.741 2.518
H 1.830 0.407 4.706
H 4.659 -0.382 2.617
H 4.402 -2.071 0.316
H 3.412 -0.698 -0.181
H 2.457 -3.513 0.497
H 1.360 -2.147 0.584
H 1.334 -3.475 -1.577
H 1.378 -1.734 -1.700
H 4.122 -2.750 -1.770
H 3.235 -1.828 -2.958
H 3.382 -4.725 -2.682
H 2.291 -4.015 -3.638
H 3.242 -3.193 3.041
H 4.566 -2.491 4.730
H 3.744 -0.981 5.007
H 2.151 -1.963 6.466
H 2.407 -3.595 5.827
H 3.633 -2.831 6.831
C 1.586 -1.919 -6.258
S 1.961 -0.635 -5.061
O 0.848 -0.645 -4.073
C 1.698 0.747 -6.179
H 1.662 -2.874 -5.745
H 0.575 -1.773 -6.638
H 2.317 -1.882 -7.065
H 0.686 0.704 -6.581
H 2.436 0.703 -6.980
H 1.835 1.661 -5.605
C -1.796 0.423 -2.464
S -1.427 1.469 -1.056
O -2.491 1.220 -0.048
C -1.834 3.021 -1.867
H -1.642 -0.608 -2.150
H -2.835 0.573 -2.758
H -1.112 0.643 -3.284
H -2.869 2.992 -2.208
H -1.152 3.177 -2.703
H -1.710 3.821 -1.140
C -6.252 0.629 -2.914
S -6.115 2.320 -2.320
O -7.490 2.770 -1.991
C -5.704 3.043 -3.917
H -6.552 0.014 -2.068
H -7.008 0.584 -3.697
H -5.284 0.293 -3.286
H -6.501 2.825 -4.628
H -4.753 2.640 -4.266
H -5.619 4.119 -3.774
*
```

(2)
The following is a quantum chemistry calculation of a single C6H11N molecule, from OMol25.

Calculated values
Energy relative to the best compared isomer or geometry (same formula, charge and spin) ... 34.1 kcal per mole
HOMO-LUMO gap ... 0.3498 hartree
SMILES ... CC=C=NCCC

```
! wB97M-V def2-TZVPD RIJCOSX def2/J DEFGRID3
* xyz 0 1
C 2.159 -1.975 -0.128
C 1.464 -0.866 -0.864
C 0.164 -0.811 -0.999
N -1.056 -0.778 -1.087
C -1.798 -0.121 0.010
C -1.087 0.891 0.927
C -0.579 2.126 0.180
H 2.731 -2.590 -0.829
H 2.851 -1.557 0.609
H 1.446 -2.621 0.395
H 2.040 -0.133 -1.415
H -2.254 -0.885 0.666
H -2.607 0.381 -0.518
H -0.256 0.425 1.480
H -1.872 1.162 1.652
H 0.012 2.804 0.803
H -1.409 2.713 -0.218
H 0.052 1.836 -0.667
*
```

(3)
The following is a quantum chemistry calculation of 10 unconnected molecules or ions with the total composition C41H111N9O11 at a distorted geometry, from OMol25.

Calculated values
Energy relative to the best compared isomer or geometry (same formula, charge and spin) ... 0.0 kcal per mole
HOMO-LUMO gap ... 0.3300 hartree
SMILES ... COC[C@H](C)N.COC[C@H](C)N.COC[C@H](C)N.COC[C@H](C)N.COC[C@H](C)N.COC[C@H](C)N.COC[C@H](C)N.COC[C@H](C)N.COCCNCCOC.CC(C)O

```
! wB97M-V def2-TZVPD RIJCOSX def2/J DEFGRID3
* xyz 0 1
C 1.175 -5.329 -6.835
O 1.625 -5.089 -5.534
C 0.719 -5.620 -4.576
C 1.035 -4.988 -3.230
C 2.509 -4.916 -2.900
N 0.327 -5.759 -2.189
H 0.177 -4.911 -7.009
H 1.173 -6.397 -7.111
H 1.887 -4.920 -7.557
H -0.316 -5.347 -4.831
H 0.813 -6.712 -4.559
H 0.609 -3.975 -3.239
H 3.049 -5.856 -2.807
H 2.610 -4.412 -1.932
H 2.995 -4.248 -3.611
H -0.658 -5.811 -2.424
H 0.396 -5.294 -1.291
C 4.904 -3.743 0.110
O 4.346 -2.892 1.096
C 5.253 -2.104 1.831
C 4.357 -1.231 2.688
C 5.145 -0.198 3.485
N 3.479 -2.005 3.583
H 4.036 -3.977 -0.502
H 5.388 -4.608 0.565
H 5.596 -3.244 -0.578
H 5.931 -2.687 2.467
H 5.821 -1.453 1.158
H 3.793 -0.596 1.992
H 4.535 0.433 4.138
H 5.649 0.501 2.814
H 5.886 -0.642 4.162
H 3.510 -2.985 3.311
H 3.943 -1.986 4.488
C -0.903 2.202 1.166
O 0.128 1.250 1.214
C 0.038 0.208 0.279
C 1.176 -0.758 0.574
C 1.170 -1.958 -0.354
N 0.965 -1.204 1.958
H -0.968 2.696 0.194
H -0.708 2.899 1.983
H -1.894 1.781 1.403
H -0.889 -0.370 0.432
H 0.038 0.567 -0.760
H 2.100 -0.163 0.483
H 1.283 -1.705 -1.408
H 0.266 -2.556 -0.211
H 2.002 -2.595 -0.038
H 1.760 -1.760 2.255
H 0.954 -0.379 2.547
C -3.160 -3.123 -4.669
O -2.490 -3.163 -3.438
C -3.065 -4.021 -2.476
C -2.421 -3.744 -1.146
C -2.662 -4.850 -0.111
N -2.928 -2.453 -0.593
H -2.408 -2.832 -5.409
H -3.903 -2.317 -4.685
H -3.611 -4.047 -5.037
H -4.162 -3.985 -2.452
H -2.819 -5.070 -2.724
H -1.355 -3.599 -1.347
H -2.927 -5.799 -0.594
H -3.449 -4.550 0.572
H -1.733 -5.106 0.403
H -2.182 -1.913 -0.172
H -3.241 -1.899 -1.386
C 0.569 -1.137 5.749
O -0.731 -0.963 6.238
C -1.657 -1.877 5.705
C -1.601 -3.275 6.297
C -2.626 -4.180 5.569
N -1.872 -3.215 7.740
H 0.748 -0.703 4.761
H 0.883 -2.185 5.665
H 1.231 -0.679 6.485
H -2.668 -1.501 5.937
H -1.687 -1.887 4.606
H -0.594 -3.692 6.220
H -2.410 -4.367 4.519
H -3.622 -3.808 5.802
H -2.509 -5.161 6.045
H -2.853 -2.982 7.895
H -1.814 -4.153 8.128
C -4.363 3.672 1.411
O -5.385 4.519 0.934
C -6.333 4.883 1.926
C -5.769 5.837 2.961
C -6.713 6.040 4.140
N -5.464 7.152 2.337
H -3.670 3.579 0.575
H -4.715 2.657 1.647
H -3.833 4.019 2.300
H -7.140 5.387 1.381
H -6.792 3.990 2.370
H -4.802 5.473 3.311
H -6.166 6.375 5.022
H -7.192 5.101 4.437
H -7.477 6.779 3.904
H -5.734 7.123 1.358
H -4.474 7.360 2.313
C 4.242 -2.330 -7.354
O 3.158 -1.457 -7.086
C 2.247 -1.971 -6.151
C 1.226 -0.884 -5.886
C 0.208 -1.192 -4.815
N 0.440 -0.615 -7.124
H 3.982 -3.003 -8.173
H 4.544 -2.885 -6.460
H 5.099 -1.701 -7.599
H 1.704 -2.844 -6.525
H 2.721 -2.288 -5.209
H 1.745 0.072 -5.769
H -0.629 -0.499 -4.878
H 0.550 -1.118 -3.779
H -0.146 -2.217 -4.970
H 1.078 -0.335 -7.858
H -0.091 -1.421 -7.431
C -3.233 1.953 -2.084
O -1.846 2.012 -2.314
C -1.529 2.673 -3.501
C -0.034 2.670 -3.670
C 0.717 3.600 -2.711
N 0.423 2.858 -5.037
H -3.688 2.944 -2.202
H -3.396 1.599 -1.070
H -3.699 1.277 -2.811
H -1.964 2.211 -4.405
H -1.908 3.709 -3.490
H 0.297 1.682 -3.282
H 0.328 4.618 -2.786
H 1.798 3.540 -2.824
H 0.491 3.249 -1.701
H 1.423 2.769 -5.110
H -0.067 2.255 -5.685
C 2.849 2.551 2.380
O 2.758 3.858 2.928
C 1.812 4.680 2.269
C 2.334 5.200 0.947
N 3.663 5.807 1.138
C 4.468 5.831 -0.061
C 5.033 4.527 -0.596
O 4.031 3.694 -1.140
C 4.494 2.396 -1.416
H 3.751 2.079 2.755
H 2.879 2.637 1.288
H 1.983 1.940 2.655
H 1.551 5.468 2.983
H 0.859 4.149 2.125
H 1.666 5.956 0.532
H 2.372 4.337 0.280
H 4.122 5.202 1.816
H 5.343 6.473 0.116
H 4.008 6.386 -0.888
H 5.516 3.989 0.236
H 5.796 4.765 -1.351
H 3.663 1.696 -1.501
H 5.147 2.020 -0.615
H 5.066 2.363 -2.353
C -3.526 1.212 4.220
C -3.299 2.102 5.422
C -3.392 3.565 5.091
O -4.250 1.840 6.465
H -2.735 1.403 3.477
H -4.385 1.477 3.589
H -3.524 0.128 4.318
H -2.310 1.812 5.804
H -4.352 3.707 4.586
H -2.674 3.770 4.287
H -3.201 4.259 5.900
H -4.170 0.926 6.753
*
```